# 1
Computed, not measured: a molecular structure, C13H32O13PbS3, with the ωB97M-V functional and the def2-TZVPD basis.

ORCA input file:
```
! wB97M-V def2-TZVPD RIJCOSX def2/J DEFGRID3
* xyz -2 1
Pb -1.00152 1.27060 0.54171
O -2.56893 0.21339 5.08345
C -3.51536 -0.04337 4.13326
C -3.09309 -0.20137 2.60883
O -1.78516 -0.50802 2.24623
H -4.38845 0.62723 4.25026
H -3.89514 -1.06824 4.34018
H -3.46713 0.59247 1.91552
H -3.68327 -1.01740 2.13175
O -0.08109 1.69201 2.36207
C 0.33532 2.99322 2.62164
C 0.94959 3.74760 1.44968
O 0.21993 3.54255 0.31403
H 1.14385 2.94311 3.37464
H -0.53277 3.50078 3.06890
H 1.99628 3.40459 1.29654
H 1.26782 4.77161 1.71687
O -0.57795 2.23329 -4.49592
S -0.28553 2.59941 -3.11829
O -0.78800 1.79319 -2.02079
O 1.31626 2.75229 -2.96414
C 2.09629 1.92862 -2.08001
C 3.53996 2.23027 -2.38635
C -0.90819 4.29770 -2.84559
H 1.80996 0.87814 -2.17776
H 1.77073 2.12578 -1.05317
H 3.80241 2.04854 -3.42756
H 4.11343 1.59688 -1.70506
H 3.83921 3.24750 -2.13210
H -1.97457 4.10619 -2.93619
H -0.49328 4.88173 -3.66388
H -0.53686 4.57621 -1.85783
O -0.20865 -3.10477 -1.74330
S -1.23261 -2.30805 -1.12287
O -1.17989 -0.87044 -0.99526
O -2.71355 -2.80147 -1.69397
C -3.02592 -2.17175 -2.96762
C -4.22255 -2.91245 -3.52689
C -1.36338 -2.93374 0.60259
H -2.22023 -2.08783 -3.69601
H -3.37586 -1.15948 -2.75545
H -5.04139 -3.10638 -2.84018
H -3.88795 -3.88154 -3.91442
H -4.49838 -2.46846 -4.48649
H -1.38457 -4.02041 0.60953
H -2.25496 -2.39952 0.93188
H -0.48176 -2.53379 1.09590
O 1.21527 0.07725 0.40212
S 2.06903 -0.56711 1.40383
O 1.50708 -0.71655 2.71453
O 2.72271 -2.01621 0.91200
C 2.34426 -3.16503 1.65853
C 3.29455 -4.26798 1.24428
C 3.57781 0.44184 1.48368
H 1.32536 -3.53421 1.52806
H 2.37154 -3.02725 2.74090
H 4.34494 -4.09616 1.48528
H 3.29243 -4.56536 0.19276
H 3.03325 -5.23126 1.69207
H 4.14591 -0.25119 2.10177
H 3.28025 1.40597 1.89062
H 3.94253 0.51681 0.46119
*
```

Properties
**HOMO-LUMO gap**: 2.54 eV
**E_HOMO**: 1.372 eV
**E**: -78362.9161 eV


# 2
Computed, not measured: a molecular structure, C53H38AsF5N3O7PSW, with the ωB97M-V functional and the def2-TZVPD basis.

ORCA input file:
```
! wB97M-V def2-TZVPD RIJCOSX def2/J DEFGRID3
* xyz 0 3
W -0.47333 -1.16968 -0.88380
O -1.70350 3.51233 -2.64072
C -0.43489 3.43875 -3.05702
C -0.02367 4.33400 -4.04372
C 1.28015 4.33231 -4.49364
C 2.20236 3.41701 -3.99347
C 1.80075 2.49329 -3.05450
C 0.49244 2.49477 -2.56260
C 0.08379 1.48513 -1.59608
O 0.71460 0.32333 -1.51183
N -0.92300 1.72035 -0.80272
N -1.17936 0.63956 -0.00405
C -2.19410 0.75090 0.79190
C -2.53996 -0.29428 1.69372
C -3.63062 -0.16020 2.56648
C -3.94782 -1.15522 3.46191
C -3.16549 -2.30769 3.52286
C -2.07269 -2.45971 2.68793
C -1.75924 -1.47073 1.76766
O -0.71512 -1.61753 0.95635
H -1.85232 2.84426 -1.94388
H -0.75522 5.02426 -4.44221
H 1.58066 5.04595 -5.25011
H 3.22280 3.41759 -4.35347
H 2.48815 1.74842 -2.67327
H -2.75084 1.68162 0.76560
H -4.21812 0.74923 2.52174
H -4.80106 -1.04138 4.11647
H -3.42155 -3.09393 4.22055
H -1.45985 -3.35220 2.72429
F -5.67190 -3.47907 -0.63797
C -4.35888 -3.62714 -0.59641
C -3.50860 -2.56446 -0.88606
F -4.07968 -1.37996 -1.16971
C -2.13745 -2.66834 -0.85442
F -1.65639 -0.35293 -2.15983
C -1.62686 -3.93723 -0.48799
S 0.08911 -4.03769 -0.36722
C -2.45989 -5.01864 -0.18330
F -1.96176 -6.19476 0.18154
C -3.82746 -4.86239 -0.24395
F -4.64044 -5.87630 0.05216
O 2.18629 -1.83200 -2.61003
C 1.08276 -1.63962 -3.10156
O -0.01169 -2.11444 -2.53979
C 0.96383 -0.90253 -4.39067
C 2.12714 -0.59207 -5.09135
C 2.06887 0.15922 -6.25167
C 0.85739 0.66878 -6.68336
C -0.29495 0.34290 -5.98418
C -0.26677 -0.47160 -4.86468
N -1.57467 0.87954 -6.44192
O -1.54642 1.82451 -7.20974
O -2.58935 0.35912 -6.02520
H 3.07178 -0.95985 -4.71284
H 2.97267 0.37214 -6.80629
H 0.77802 1.31153 -7.54793
H -1.19114 -0.74165 -4.37908
C 3.44887 -0.24892 -0.37821
C 4.53186 -0.07260 0.67712
As 6.27255 0.51037 -0.07360
C 6.04100 2.45400 0.05947
C 5.46628 3.06775 1.16923
C 5.36033 4.44780 1.23705
C 5.83975 5.23422 0.19749
C 6.41917 4.63426 -0.90979
C 6.51527 3.25081 -0.97834
C 7.27661 0.25877 1.60043
C 8.10770 1.25192 2.11276
C 8.80273 1.05370 3.29674
C 8.68589 -0.14580 3.98351
C 7.89928 -1.16001 3.45750
C 7.21152 -0.96195 2.26980
P 2.00418 -1.25818 0.22499
C 2.90238 -2.78432 0.73084
C 3.23619 -3.65532 -0.30958
C 3.99904 -4.78654 -0.06886
C 4.41876 -5.08292 1.21951
C 4.09362 -4.22526 2.25863
C 3.35708 -3.07392 2.01646
C 1.63490 -0.33308 1.78073
C 1.65532 1.06052 1.74940
C 1.33910 1.80055 2.87937
C 0.99956 1.15985 4.06065
C 0.93493 -0.22570 4.09277
C 1.23274 -0.96421 2.95861
H 3.82635 -0.77580 -1.25468
H 3.06674 0.71574 -0.71492
H 4.74809 -1.02641 1.15032
H 4.22003 0.62055 1.45655
H 5.11268 2.46560 1.99880
H 4.91044 4.91288 2.10537
H 5.76620 6.31261 0.25525
H 6.79963 5.24373 -1.71968
H 6.96660 2.78043 -1.84479
H 8.20750 2.19364 1.58655
H 9.43858 1.83904 3.68588
H 9.21137 -0.29377 4.91813
H 7.82508 -2.11070 3.97103
H 6.62167 -1.77627 1.86208
H 2.90543 -3.43134 -1.31569
H 4.26975 -5.43846 -0.88933
H 5.01033 -5.96904 1.41021
H 4.42462 -4.44779 3.26546
H 3.17149 -2.39007 2.83081
H 1.91750 1.58273 0.83624
H 1.35597 2.88229 2.83269
H 0.77114 1.73609 4.94797
H 0.64140 -0.73512 5.00243
H 1.11497 -2.03878 2.97596
*
```

Properties
**HOMO-LUMO gap (alpha / beta)**: 6.70 / 6.01 eV
**⟨S²⟩**: 2.03
**E_HOMO (alpha / beta)**: -7.789 / -8.475 eV
**E**: -170754.7052 eV


# 3
Computed, not measured: 9 unconnected molecules or ions with the total composition C4H27N3O9, with the ωB97M-V functional and the def2-TZVPD basis.

ORCA input file:
```
! wB97M-V def2-TZVPD RIJCOSX def2/J DEFGRID3
* xyz 0 1
N 1.74328 0.55413 -3.18325
C 0.29931 0.74643 -2.59920
C 0.22045 0.41574 -1.10740
C -0.18685 -1.02136 -0.70795
N -1.35013 -0.89476 0.34558
C -1.37705 -1.71857 1.50988
N -1.18450 -3.06717 1.40172
O -1.63575 -1.25318 2.58962
H 1.94726 -0.54257 -3.49138
H 2.35261 0.72343 -2.35100
H -0.39552 0.26377 -3.30289
H 0.13754 1.85815 -2.86180
H 1.26572 0.46426 -0.65302
H -0.32562 1.24210 -0.83436
H -0.59886 -1.70795 -1.52878
H 0.68452 -1.49342 -0.16627
H -1.46045 0.10183 0.32590
H -1.36656 -3.49181 0.39401
H -1.75865 -3.60750 2.05492
O -0.39404 2.40244 1.53960
H -0.86232 3.30393 1.51290
H -1.06405 2.13164 0.92534
O 2.22779 2.30687 1.60629
H 1.25392 2.30789 1.58814
H 2.58691 3.17189 1.83766
O 3.70987 -1.02449 0.50720
H 4.16586 -0.50407 1.09054
H 2.81951 -1.30146 0.88594
O 2.98940 -1.78486 -2.03628
H 3.33882 -0.88101 -2.25648
H 3.57079 -1.94600 -1.15380
O 1.37678 -0.28533 1.87987
H 1.50052 0.60685 1.55199
H 0.85712 -0.55163 2.54406
O -3.34496 -2.18495 -1.82177
H -3.12070 -1.71410 -2.62970
H -2.67160 -1.85479 -1.14629
O -2.79481 1.23926 2.55621
H -2.82415 0.24029 2.49803
H -1.84954 1.37351 2.57409
O -2.48719 2.48867 0.13495
H -2.86506 3.08243 -0.51523
H -3.12963 1.80547 0.49242
*
```

Properties
**HOMO-LUMO gap**: 9.23 eV
**E_HOMO**: -9.206 eV
**E**: -27481.9699 eV
**Energy above the lowest of the compared OMol25 structures with the same formula, charge and spin**: 100.36 kcal/mol


# 4
Computed, not measured: a molecular structure, C30H40Cl2N5OP3V, with the ωB97M-V functional and the def2-TZVPD basis.

ORCA input file:
```
! wB97M-V def2-TZVPD RIJCOSX def2/J DEFGRID3
* xyz 2 2
P 1.15429 1.51344 -4.40554
C 2.89419 1.71657 -4.75576
C 3.46394 1.16304 -5.91672
H 2.87286 0.50654 -6.55640
C 4.78290 1.46701 -6.25122
H 5.21734 1.04022 -7.15612
C 5.53611 2.31734 -5.43605
H 6.56401 2.56225 -5.70979
C 4.97455 2.85460 -4.27072
H 5.56168 3.51662 -3.63428
C 3.65973 2.55019 -3.91952
H 3.21046 2.95312 -3.01122
C 0.54445 0.14684 -5.40471
C 1.14129 -1.11591 -5.23399
H 2.03389 -1.21881 -4.61285
C 0.59614 -2.23259 -5.86675
H 1.03708 -3.21700 -5.69289
C -0.48988 -2.08429 -6.73422
H -0.89824 -2.95652 -7.25067
C -1.03966 -0.82062 -6.95797
H -1.86849 -0.69554 -7.65835
C -0.53477 0.29808 -6.29326
H -0.95799 1.28631 -6.48228
C 0.25606 3.00753 -4.83537
C 0.54654 3.63229 -6.06251
H 1.32078 3.21906 -6.71150
C -0.15441 4.77576 -6.44461
H 0.07172 5.24850 -7.40164
C -1.13824 5.30824 -5.60526
H -1.69332 6.19718 -5.91423
C -1.40427 4.71129 -4.36916
H -2.16433 5.12815 -3.70598
C -0.69576 3.57474 -3.96755
H -0.84366 3.14837 -2.97355
V 0.16052 0.29728 -0.56732
C -1.72248 -0.92341 -0.70526
C -2.29335 -1.02676 -1.92327
H -2.17852 -1.34212 0.19713
C -1.54177 -0.32347 -3.03455
O -2.38002 0.77785 -3.47754
H -1.86630 1.41009 -4.02063
C -0.31379 0.12943 -2.39444
H -1.30964 -0.98623 -3.88283
C 0.69301 0.95566 -2.41301
Cl -0.39333 -0.36313 1.71800
Cl 2.23177 0.98029 0.32007
P 1.25159 -1.93154 -0.43267
C 2.09434 -2.39304 1.12292
H 1.34503 -2.70682 1.85736
H 2.62148 -1.51478 1.50910
H 2.80441 -3.20612 0.92596
C 0.28336 -3.43266 -0.78814
H -0.21588 -3.32971 -1.75870
H -0.48128 -3.55270 -0.01130
H 0.94206 -4.31211 -0.80188
C 2.59317 -2.00350 -1.66050
H 3.15445 -1.06310 -1.62572
H 2.17151 -2.14024 -2.66276
H 3.25388 -2.84418 -1.41288
P -3.85593 -1.83224 -2.36491
C -4.38487 -2.85676 -1.01122
C -3.48565 -2.78299 -3.84096
H -4.50235 -2.25210 -0.10250
H -3.65636 -3.65817 -0.82810
H -5.35228 -3.30226 -1.28269
H -3.11506 -2.12711 -4.63983
H -4.40166 -3.28588 -4.17662
H -2.71951 -3.53604 -3.61123
C -5.01386 -0.52066 -2.73226
H -5.16146 0.09097 -1.83294
H -5.97016 -0.95554 -3.04800
H -4.59088 0.11158 -3.52242
H 1.49396 1.34389 -1.75308
N -1.34976 4.71572 1.97320
N -1.54621 3.60792 1.17144
N -2.62032 3.51291 0.34528
C -2.24448 2.47957 -0.42614
N -1.01718 2.02126 -0.12658
N -0.53687 2.79368 0.88483
H -0.70314 4.48161 2.71896
H -2.24282 5.07777 2.27818
H -2.88611 2.06808 -1.19743
*
```

Properties
**HOMO-LUMO gap (alpha / beta)**: 7.33 / 7.56 eV
**⟨S²⟩**: 0.78
**E_HOMO (alpha / beta)**: -13.392 / -13.390 eV
**E**: -119840.1423 eV


Table of largest force on an atom (eV/A), in record order: 3.9 2.1 6.0 7.1